Entry 1:
28
Properties=species:S:1:pos:R:3:forces:R:3:mulliken_charge:R:1 method="wB97M-V/def2-TZVPD" charge=0 total_energy_ha=-815.0061 de_lowest_kcal_mol=45.2 orbital_gap_ev=10.38
C -1.582 -1.675 0.195 -3.188 1.728 1.465 0.35
C -0.177 -1.485 -0.244 0.369 0.482 -0.252 0.28
C -2.589 -0.698 -0.622 1.759 -0.785 -1.018 -0.91
C -2.249 0.752 -0.495 -2.386 1.600 3.042 0.50
C 1.431 0.360 -0.118 2.091 -3.162 -1.244 -0.04
C 2.957 0.034 0.057 0.624 -0.560 1.730 0.25
C 1.238 1.780 0.210 2.348 1.010 -0.426 -0.78
H -1.081 -1.256 2.264 -0.599 -0.371 -0.270 0.16
H -2.530 -1.966 2.078 -0.466 -0.751 0.223 0.22
H -1.874 -2.675 -0.014 -0.282 -0.894 -0.064 0.44
H -2.379 -0.786 -1.713 -0.873 -0.868 0.606 0.37
H -3.649 -0.799 -0.280 0.974 -0.408 -0.525 0.40
H -2.089 2.219 0.840 -0.675 -0.925 0.626 0.32
H -2.641 0.615 1.522 0.407 0.844 -0.347 0.36
H 0.085 -0.200 1.326 -0.895 0.339 0.755 0.35
H 1.357 0.089 -1.199 -0.573 0.770 0.417 0.51
H 2.042 2.318 -0.458 -1.610 -0.478 1.260 0.30
H 1.485 1.987 1.262 0.300 -0.112 -0.296 0.33
H -0.364 2.222 -0.876 0.327 -0.256 0.870 0.33
H 2.541 -1.722 -0.394 -1.218 -1.085 -0.616 0.37
N -1.927 -1.284 1.680 2.064 -0.210 -1.520 -0.69
N -2.572 1.308 0.764 0.955 -0.335 -1.668 -0.39
N 0.501 -0.624 0.542 2.519 1.843 -0.738 -0.19
O 0.322 -1.945 -1.260 -0.592 -0.045 0.462 -0.65
O -2.003 1.487 -1.425 0.595 -0.301 -0.992 -0.74
O 3.767 0.765 0.582 -0.934 -0.387 -0.994 -0.54
O -0.056 2.129 0.058 -1.634 1.708 -0.966 -0.42
O 3.334 -1.216 -0.349 0.593 1.611 0.480 -0.48

Entry 2:
24
Properties=species:S:1:pos:R:3:forces:R:3:mulliken_charge:R:1 method="wB97M-V/def2-TZVPD" charge=+1 total_energy_ha=-493.1974 de_lowest_kcal_mol=94.8 orbital_gap_ev=7.97
C 0.272 2.680 2.953 0.419 1.499 -0.111 -0.10
C 0.489 1.154 1.521 -0.458 -1.058 1.179 0.35
C -1.557 -2.944 -1.114 1.667 0.754 -2.882 -0.99
C -1.428 -1.445 -1.275 -1.305 0.067 3.963 -0.43
C 1.691 -0.061 -1.777 -0.258 -3.495 -2.818 -0.63
C -1.629 -0.473 -0.338 0.819 -1.793 -0.977 -0.78
C 0.791 0.237 0.482 0.242 1.869 -0.406 -0.37
N 0.674 2.504 1.664 -0.622 -0.334 0.542 -0.12
N -0.047 1.575 3.578 -0.429 1.289 0.178 -0.47
N 0.042 0.646 2.688 0.900 -2.100 -2.254 -0.11
N 1.211 0.631 -0.663 0.620 2.321 0.570 0.01
H 0.179 3.634 3.393 0.198 0.931 0.371 0.46
H -1.958 -3.316 -0.196 -0.891 -0.178 0.169 0.35
H -0.491 -3.307 -1.137 -0.835 -0.052 -0.153 0.25
H -1.211 -1.206 -2.241 0.470 1.057 -2.658 0.68
H 0.813 -0.796 -2.055 1.746 1.284 0.003 0.18
H 1.951 0.607 -2.668 -0.570 -0.823 1.554 0.31
H 2.575 -0.737 -1.568 -0.912 0.978 -0.009 0.30
H -1.471 0.570 -0.644 -0.543 -0.435 0.527 0.36
H -1.768 -0.822 0.706 -0.344 0.831 -0.669 0.36
H 0.730 -0.771 0.671 -0.059 -2.133 0.636 0.59
H -1.989 -3.221 -2.173 0.314 -0.380 2.563 0.28
H 0.946 3.239 0.999 -0.229 -0.615 0.654 0.22
H 1.185 1.622 -0.810 0.058 0.515 0.030 0.26

Entry 3:
24
Properties=species:S:1:pos:R:3:forces:R:3:mulliken_charge:R:1 method="wB97M-V/def2-TZVPD" charge=+1 total_energy_ha=-493.0370 de_lowest_kcal_mol=195.4 orbital_gap_ev=6.80
C -1.761 -2.180 -0.591 -1.480 -1.738 -1.278 -0.51
C -2.381 -0.983 -0.437 0.926 1.026 0.676 0.68
C 0.920 -0.760 -0.312 -1.259 -0.203 -0.559 -0.47
C -3.940 0.801 0.755 -1.375 -2.266 -0.888 -0.67
C -3.658 1.330 -0.557 -2.190 0.705 -2.711 -0.38
C -2.981 0.103 -0.136 0.484 -2.132 -0.839 0.24
C 1.684 -3.011 0.288 0.762 -1.966 -3.024 -0.73
N -0.529 -2.687 -0.364 2.236 0.368 1.041 -0.56
N 0.630 -2.107 -0.049 -3.566 1.216 -0.879 0.67
N 1.741 -0.118 0.431 -0.874 3.349 -3.807 -0.20
N 2.773 2.267 -0.637 -1.692 -0.838 -0.491 -0.85
H -2.493 -3.042 -0.990 1.849 1.930 1.035 0.24
H -3.553 1.121 1.610 2.059 2.085 3.231 0.26
H -4.793 0.225 1.036 -0.907 -0.216 -0.639 0.27
H -4.536 1.212 -1.350 2.304 0.328 1.584 0.22
H -3.007 2.181 -0.631 -0.082 0.390 -0.183 0.24
H 1.904 -3.638 -0.722 -0.071 1.307 2.659 0.29
H 2.560 -2.513 0.698 -0.137 0.006 -0.302 0.28
H 1.206 -3.611 1.002 0.109 -1.436 1.014 0.33
H 2.178 -0.329 1.264 0.995 -0.991 2.314 0.20
H 1.938 0.914 -0.084 0.130 -1.700 1.629 0.71
H 2.891 2.765 0.205 0.599 0.631 0.770 0.25
H 2.421 2.845 -1.386 0.309 -0.117 -0.044 0.22
H 3.486 1.617 -0.881 0.872 0.262 -0.307 0.28

Entry 4:
24
Properties=species:S:1:pos:R:3:forces:R:3:mulliken_charge:R:1 method="wB97M-V/def2-TZVPD" charge=+1 total_energy_ha=-493.1610 de_lowest_kcal_mol=117.6 orbital_gap_ev=10.40
C 0.754 1.752 0.503 0.865 1.110 0.531 0.28
C 0.996 -1.350 -0.935 -2.513 -3.167 -2.254 -0.86
C 1.512 -0.425 -0.217 0.995 2.929 1.029 0.84
C -2.024 0.647 -0.019 4.002 0.923 0.056 0.57
C 2.924 0.140 -0.106 -0.379 -0.583 2.706 -1.44
C -1.348 -0.920 1.594 5.098 1.390 1.726 -1.35
C 0.641 0.309 0.747 -3.729 1.781 -3.227 -0.31
N 0.889 2.879 0.286 -0.426 -0.924 -0.030 -0.57
N -3.147 0.367 0.259 -2.907 -0.269 -0.105 -0.41
N -0.901 0.021 0.559 0.125 0.202 0.168 -0.19
N -1.510 1.715 -1.243 0.335 -1.172 -0.462 -0.44
H -0.137 -1.711 -0.912 2.760 1.001 0.076 0.20
H 1.651 -1.857 -1.627 -0.133 -0.345 -0.171 0.36
H 3.337 0.896 -0.714 -0.832 1.616 -0.992 0.35
H 3.660 -0.575 -0.323 0.828 -1.699 0.246 0.46
H 3.058 0.488 0.997 0.080 -0.609 -1.841 0.30
H -1.373 -0.348 2.551 0.529 -0.554 -0.204 0.39
H -2.306 -1.131 1.495 -3.928 -1.925 -1.002 0.55
H -0.585 -1.738 1.611 -1.130 0.386 0.246 0.37
H 0.953 0.038 1.689 0.065 -0.282 2.565 0.59
H -4.079 0.427 -0.133 0.553 0.501 -0.054 0.27
H -2.154 1.755 -2.080 0.627 0.279 1.430 0.39
H -0.742 1.109 -1.524 0.291 -0.111 -0.728 0.31
H -0.977 2.598 -1.038 -1.174 -0.480 0.291 0.32

Entry 5:
26
Properties=species:S:1:pos:R:3:forces:R:3:mulliken_charge:R:1 method="wB97M-V/def2-TZVPD" charge=+1 total_energy_ha=-643.5430 de_lowest_kcal_mol=157.7 orbital_gap_ev=8.81
C 4.543 0.127 -0.053 0.271 0.282 0.122 0.44
C -2.461 0.522 0.757 -0.952 -0.116 -2.625 -0.59
C -2.219 1.391 -0.462 0.273 -0.249 -0.896 -0.37
C 2.063 1.593 0.943 -0.632 0.890 0.967 -0.35
C 1.675 1.507 -0.502 0.185 2.185 -1.524 -0.07
C 1.220 -2.478 0.721 0.784 0.367 0.430 -0.09
C -0.862 -1.936 -0.464 1.034 -2.645 1.624 -0.48
N 3.427 -0.210 0.164 -2.100 -1.182 -0.807 -0.54
N -1.318 0.319 -0.129 0.730 -1.633 0.251 -0.01
N 0.484 -1.641 0.104 0.379 -1.191 0.824 0.21
N 2.213 0.390 0.166 -1.392 -1.091 2.396 0.11
O 5.668 0.224 -0.118 3.177 0.559 -0.547 -0.32
O -1.374 -0.866 -1.035 -1.604 3.060 -0.299 -0.26
H -2.191 0.843 1.689 0.657 0.806 2.227 0.29
H -3.337 -0.135 0.739 0.425 0.139 -0.366 0.28
H -2.836 1.202 -1.347 -0.064 0.033 0.509 0.26
H -1.669 2.347 -0.523 -0.742 -0.362 0.557 0.23
H 2.944 2.244 1.183 -0.733 -1.015 -0.275 0.28
H 1.298 1.488 1.750 0.699 0.467 -0.801 0.16
H 0.589 1.517 -0.763 1.246 -0.521 -0.006 -0.19
H 2.359 2.006 -1.209 -0.526 0.019 0.376 0.29
H 0.974 -3.528 0.829 -0.435 0.004 -0.236 0.32
H 2.171 -2.180 1.227 -0.921 0.179 -0.804 0.26
H -1.379 -2.422 0.445 0.009 0.758 -1.533 0.37
H -0.681 -2.631 -1.298 -0.416 -0.230 0.485 0.39
H 0.807 -0.664 0.112 0.646 0.490 -0.048 0.41

Entry 6:
26
Properties=species:S:1:pos:R:3:forces:R:3:mulliken_charge:R:1 method="wB97M-V/def2-TZVPD" charge=+2 total_energy_ha=-622.8782 de_lowest_kcal_mol=52.4 orbital_gap_ev=9.34
C -0.568 1.132 0.773 -0.686 -3.525 -3.416 0.63
C -1.206 -0.961 -0.919 1.829 1.037 3.889 0.12
C -1.086 -0.933 1.537 -0.432 -2.071 -0.234 0.55
C 2.758 -0.343 0.588 -0.532 -2.247 -0.063 -0.90
C 1.904 -0.621 -0.368 -0.796 -0.785 -0.979 -0.21
C -0.441 0.381 -0.980 1.433 1.890 4.504 -0.55
C 1.163 0.418 -1.204 -1.862 -2.872 0.104 -0.19
N -0.955 0.370 1.754 0.915 1.379 -0.832 -0.61
N -1.232 -1.633 0.343 0.133 0.560 -0.207 -0.13
N -1.137 -1.725 2.574 0.306 0.284 3.290 -0.34
N -0.185 2.350 0.741 2.096 2.869 -1.908 -0.28
N -1.097 1.175 -2.115 1.200 -4.140 0.489 -0.08
O -1.760 -1.334 -1.861 -1.776 -1.575 -3.479 -0.44
H 3.228 -1.153 1.113 0.309 -0.270 0.050 0.30
H 2.969 0.581 0.953 0.598 2.790 0.727 0.32
H 1.789 -1.690 -0.642 -0.126 0.797 -0.018 0.34
H 1.490 1.358 -0.868 0.572 1.438 -0.279 0.33
H 1.325 0.167 -2.267 0.209 0.598 0.241 0.43
H -1.485 -2.665 0.466 0.362 2.037 -0.986 0.35
H -0.913 -1.338 3.553 -0.706 -0.641 -2.165 0.32
H -1.446 -2.704 2.561 0.393 0.644 -0.175 0.23
H 0.317 2.774 -0.096 -1.418 -1.194 1.029 0.29
H 0.140 2.928 1.486 -0.503 -0.067 1.588 0.31
H -0.632 2.044 -2.375 -0.452 0.052 -0.095 0.35
H -2.113 1.090 -2.008 -0.040 0.975 -0.409 0.35
H -0.828 0.334 -2.740 -1.027 2.037 -0.666 0.52

Entry 7:
27
Properties=species:S:1:pos:R:3:forces:R:3:mulliken_charge:R:1 method="wB97M-V/def2-TZVPD" charge=+2 total_energy_ha=-1230.2041 multiplicity=3 orbital_gap_ev="5.37 / 5.12"
C 2.336 1.280 -0.524 -1.529 2.487 -1.633 -0.63
C -1.201 -1.381 -0.361 0.011 -3.050 0.121 -0.43
C 1.254 0.499 -0.210 5.039 -0.665 0.639 0.63
C -1.198 -0.052 -0.056 1.940 3.983 1.287 0.58
C 3.192 -0.634 -0.070 1.460 -2.452 0.823 -0.06
C -3.292 -0.797 -0.072 -7.553 1.157 1.059 -0.42
C -0.276 2.301 0.255 -0.147 0.451 3.028 -1.06
N 3.469 0.583 -0.501 0.687 -0.573 -0.374 0.03
N -2.515 -1.834 -0.323 4.840 -3.932 -1.218 -0.03
N 1.884 -0.693 0.176 -1.244 -1.480 0.139 0.00
N -2.560 0.298 0.093 3.717 4.879 0.958 -0.13
N 0.071 0.869 0.182 -8.787 -1.189 -0.512 0.08
P 4.392 -2.128 0.003 0.952 1.041 0.742 -0.04
P -5.142 -0.775 0.058 1.292 -2.430 -0.985 0.02
H 2.410 2.284 -0.902 -0.448 0.180 0.160 0.41
H -0.313 -2.036 -0.457 -1.143 0.409 -0.331 0.31
H -0.314 2.727 1.331 0.380 -1.173 -1.446 0.33
H 0.344 2.956 -0.284 1.197 0.324 -0.830 0.37
H -1.239 2.479 -0.117 -1.441 -0.133 -0.706 0.40
H 4.320 0.924 -0.965 -0.214 -0.441 0.677 0.32
H -2.893 -2.765 -0.496 0.674 0.309 -0.017 0.26
H 1.372 -1.528 0.555 1.123 1.206 -0.389 0.29
H -3.005 1.097 0.585 1.148 -0.673 -0.453 0.35
H 4.025 -2.552 1.285 -0.862 -0.285 0.108 0.13
H 5.464 -1.474 0.808 -0.828 -0.030 -1.263 0.17
H -5.243 0.142 -0.939 -0.445 0.788 -1.293 0.08
H -5.343 0.208 0.945 0.184 1.290 1.709 0.04

Entry 8:
26
Properties=species:S:1:pos:R:3:forces:R:3:mulliken_charge:R:1 method="wB97M-V/def2-TZVPD" charge=+1 total_energy_ha=-602.6921 de_lowest_kcal_mol=0.0 orbital_gap_ev=10.69
C 2.031 0.563 -1.976 -0.189 -1.144 1.376 -0.14
C 0.537 -0.072 -0.644 0.339 0.302 -1.976 0.08
C -0.406 1.904 1.625 -0.463 0.712 -0.941 -0.08
C -1.621 0.932 0.072 -0.313 0.134 -1.937 -0.16
C -0.824 -1.430 -2.374 -0.240 -0.766 -2.525 -0.78
C 1.504 0.454 2.171 0.370 4.027 -1.499 -1.02
C -0.779 -1.443 1.142 -0.405 1.030 -2.329 -0.60
N 1.611 0.674 -0.714 -1.176 0.219 2.078 -0.37
N 1.297 -0.261 -2.654 -0.312 -0.397 -2.827 -1.00
N -1.301 2.083 0.770 -1.218 1.657 -0.756 -0.54
N 0.275 -0.616 -1.898 0.417 0.756 2.040 0.91
N 0.123 0.652 1.641 1.261 -0.426 0.599 -0.37
N -0.397 -0.038 0.447 -0.220 -1.510 2.847 0.43
H 2.986 0.948 -2.175 0.812 0.442 -1.185 0.45
H -0.131 2.753 2.221 0.634 -0.306 0.715 0.48
H -2.596 0.599 0.412 0.075 -0.929 0.344 0.32
H -1.737 1.048 -1.088 0.842 -0.207 2.091 0.31
H -0.526 -2.483 -2.481 0.014 0.233 0.487 0.33
H -1.671 -1.330 -1.727 -0.379 0.007 0.439 0.34
H -1.187 -1.198 -3.452 0.931 0.352 1.905 0.26
H 1.455 0.639 3.230 -0.202 0.211 0.412 0.37
H 1.859 -0.509 2.060 0.661 -1.977 -0.666 0.42
H 2.212 1.269 1.655 -1.333 -2.190 1.215 0.33
H -0.139 -1.742 1.967 0.373 0.380 -0.433 0.30
H -1.784 -1.294 1.484 -0.384 0.079 0.288 0.37
H -0.791 -2.102 0.286 0.107 -0.690 0.239 0.34

Entry 9:
22
Properties=species:S:1:pos:R:3:forces:R:3:mulliken_charge:R:1 method="wB97M-V/def2-TZVPD" charge=0 total_energy_ha=-404.3091 de_lowest_kcal_mol=137.0 orbital_gap_ev="7.62 / 7.63"
C -1.514 -0.168 0.065 -1.158 -1.119 1.944 1.53
C -0.766 -0.110 -1.653 1.405 0.211 -1.768 -0.81
C -1.238 -1.311 0.768 -0.623 1.024 -0.701 -1.47
C -1.699 1.173 0.720 0.425 0.142 0.038 -1.34
O -2.090 -0.270 -1.222 1.098 -0.107 0.880 -0.40
H -0.445 -0.987 -2.206 0.004 0.136 -0.004 0.42
H -0.650 0.846 -2.156 0.235 -0.065 0.055 0.36
H 0.609 -1.803 -0.036 0.372 0.176 -0.270 0.20
H -1.474 -2.278 0.350 0.088 -0.029 -0.105 0.45
H -0.996 -1.257 1.818 0.234 0.081 -0.005 0.33
H -0.882 1.382 1.409 -0.039 -0.051 0.056 0.33
H -1.736 1.991 0.002 0.012 -0.099 -0.113 0.34
H -2.636 1.170 1.279 -0.014 -0.012 -0.090 0.38
C 1.431 1.049 -0.207 -0.302 0.512 0.977 0.16
C 1.513 -1.307 -0.496 -0.539 -1.346 0.425 -0.79
C 1.912 1.075 1.053 -0.254 -0.023 -0.367 -0.93
N 1.161 -0.034 -0.995 -1.037 -0.154 -0.558 -0.29
H 1.189 1.995 -0.686 0.002 0.041 0.001 0.38
H 2.233 -1.409 0.322 0.105 0.678 -0.175 0.36
H 1.877 -1.948 -1.302 -0.182 -0.022 -0.079 0.32
H 2.076 2.020 1.551 0.091 0.044 -0.087 0.29
H 2.124 0.181 1.621 0.080 -0.017 -0.055 0.19

Entry 10:
22
Properties=species:S:1:pos:R:3:forces:R:3:mulliken_charge:R:1 method="wB97M-V/def2-TZVPD" charge=0 total_energy_ha=-404.3722 de_lowest_kcal_mol=97.4 orbital_gap_ev=8.22
C -0.170 -0.294 -0.624 -4.850 -0.500 -1.941 0.52
C -0.159 0.561 0.490 5.418 1.125 2.009 -0.86
C -3.187 -0.702 0.077 0.215 0.028 0.115 -1.07
C 0.120 -1.754 -0.471 0.087 0.075 0.288 -1.41
C 2.577 1.760 -0.043 -0.388 0.094 -0.230 -1.24
C -2.223 0.051 -0.817 1.461 -0.703 -1.946 0.53
C 1.881 0.652 0.696 -1.716 0.278 1.389 0.54
N 2.437 -0.111 1.536 -0.632 0.086 -0.159 -0.65
O -2.591 0.766 -1.714 0.613 -0.396 1.139 -0.52
H 0.158 0.141 -1.566 -0.094 0.040 0.057 0.28
H 3.442 0.079 1.690 -0.367 -0.035 -0.436 0.26
H -0.422 1.604 0.349 -0.052 -0.070 -0.055 0.35
H -0.451 0.135 1.447 -0.018 0.054 -0.053 0.33
H -3.129 -0.306 1.093 0.024 -0.120 0.015 0.27
H -2.913 -1.758 0.092 0.083 0.077 0.117 0.27
H -4.214 -0.608 -0.292 0.248 0.158 -0.010 0.37
H -0.293 -2.332 -1.300 0.257 0.031 0.041 0.38
H -0.287 -2.142 0.466 -0.056 0.035 -0.030 0.28
H 1.207 -1.877 -0.393 -0.129 -0.187 -0.183 0.42
H 2.655 1.513 -1.105 -0.002 0.073 0.009 0.25
H 3.584 1.950 0.353 -0.237 -0.146 -0.060 0.43
H 1.978 2.672 0.039 0.134 0.002 -0.076 0.27

Sequential max |F| output: 4.2 4.5 5.1 5.6 3.5 5.1 8.9 4.3 2.5 5.9 eV/Å